[1]
C15H16BrGaN2O5 | wB97M-V/def2-TZVPD

```
40
Properties=species:S:1:pos:R:3:forces:R:3
Ga -0.14100 -0.48660 -0.02060 -0.352 -0.134 0.339
C -4.14090 3.21270 1.13850 -0.202 0.285 0.219
C -3.15370 2.65190 0.18810 0.438 -0.420 -0.372
C -3.00410 3.15460 -1.10860 0.129 -0.231 0.308
C -2.04680 2.63190 -1.96590 0.293 -0.190 -0.153
C -1.25730 1.60320 -1.49400 -0.029 0.251 -0.225
Br 0.13080 0.72380 -2.46120 -0.317 0.205 0.089
N -1.40460 1.09120 -0.27020 0.979 -0.610 -0.336
C -2.33060 1.58770 0.54900 -0.575 0.264 0.355
H -3.82340 4.20920 1.45170 0.012 -0.018 0.077
H -4.24190 2.58700 2.01920 -0.080 0.002 0.099
H -5.11510 3.33570 0.67030 -0.069 -0.087 -0.019
H -3.64720 3.95710 -1.44030 -0.006 0.081 -0.092
H -1.92090 3.01470 -2.96660 0.030 0.001 -0.069
H -2.42440 1.09690 1.50860 -0.019 0.058 0.046
O -1.61150 -1.48400 0.76270 0.361 0.490 -0.079
C -1.77210 -2.73940 0.64630 -0.282 -0.218 0.206
C -0.86610 -3.65860 0.10770 0.612 -0.054 -0.386
C -1.19470 -5.03660 0.14330 0.109 -0.152 -0.105
C -0.30870 -5.95750 -0.34180 -0.093 0.519 0.009
C 0.91540 -5.57120 -0.90890 -0.245 -0.065 0.111
C 1.24130 -4.23470 -0.99810 -0.114 0.186 0.072
C 0.37490 -3.25860 -0.48850 -0.174 -0.279 0.160
O 0.74150 -1.98410 -0.57280 0.188 0.386 -0.146
N -0.68010 -7.38870 -0.29550 0.133 0.817 0.003
O -1.82390 -7.61760 -0.00860 -0.604 -0.401 0.186
O 0.18830 -8.17470 -0.54870 0.433 -0.552 -0.162
H -2.73320 -3.12490 1.01320 0.207 0.105 0.018
H -2.14000 -5.37100 0.54870 -0.032 -0.016 0.040
H 1.57540 -6.34850 -1.27840 0.001 0.107 0.003
H 2.16490 -3.91420 -1.45810 0.035 -0.012 0.016
C 0.52730 1.27400 2.75300 0.028 -0.220 -0.331
C 1.81730 1.08030 1.99120 -0.116 0.585 0.877
O 1.53040 0.34050 0.76070 -0.296 -0.390 -0.477
H 0.73180 1.70600 3.73020 0.021 0.016 0.013
H 0.04520 0.30180 2.91730 -0.037 0.101 0.078
H -0.14470 1.94620 2.21800 -0.011 0.010 0.069
H 2.52480 0.50010 2.58880 -0.037 -0.022 -0.276
H 2.26240 2.04130 1.71350 -0.027 -0.273 -0.064
H 2.36880 0.02030 0.38590 -0.292 -0.125 -0.101
```
Positions in Å, forces in eV/Å.

highest occupied orbital energy	-15.4	eV
energy relative to the best compared isomer or geometry (same formula, charge and spin)	7.0	kcal/mol
net charge	+2

---

[2]
C24H71AsF6O11 | wB97M-V/def2-TZVPD

```
113
Properties=species:S:1:pos:R:3:forces:R:3
O -2.06630 3.57951 -0.16865 1.850 -0.012 -0.161
H -2.36361 3.85935 -1.03750 -0.333 0.172 -2.238
H -2.83929 3.23546 0.28491 -1.994 -0.561 1.739
H -1.59200 4.25066 0.32753 0.253 0.305 0.347
As 0.13055 0.26944 0.08239 -0.687 -0.054 -0.209
F -0.73061 1.33859 1.24532 0.806 -0.934 -1.097
F 0.26227 -0.98892 1.37842 0.178 1.451 -1.569
F 0.99290 -0.78338 -1.09151 -0.382 0.999 1.440
F -0.04939 1.50663 -1.20736 0.293 -0.994 1.333
F 1.70438 1.00846 0.58914 -1.493 -0.822 -0.423
F -1.38913 -0.46720 -0.47229 1.101 0.654 0.702
C 4.59492 -1.57813 -0.50915 -1.797 -0.044 -0.987
C 5.90836 -1.51184 0.27980 1.246 0.776 0.352
O 6.16086 -0.19633 0.56474 1.234 -0.251 -1.171
H 3.66142 -1.38913 0.02090 0.348 -0.132 0.702
H 4.57391 -2.61336 -0.84968 0.006 -0.023 -0.219
H 4.52061 -0.86315 -1.32853 0.716 -0.196 -0.190
H 6.79308 -1.86151 -0.25227 -0.408 -0.356 -0.040
H 5.70703 -1.97757 1.24451 -0.110 -0.615 0.214
H 5.51848 0.12872 1.19979 -1.974 1.186 1.267
C 1.39080 -4.11466 -0.21504 -0.195 0.618 -0.975
C 0.07673 -4.41684 0.50156 2.019 0.036 -0.388
O 0.20760 -3.92600 1.78988 -0.630 0.087 1.776
H 2.29186 -4.38565 0.33519 -0.273 -0.744 0.101
H 1.53068 -3.04306 -0.35724 -0.374 0.265 -0.071
H 1.34123 -4.54218 -1.21647 0.478 -0.166 -0.071
H 0.05099 -5.50340 0.58426 -0.719 0.012 -0.035
H -0.76077 -3.97673 -0.03973 -0.200 -0.279 -0.039
H 0.13300 -2.96920 1.81383 -0.022 0.142 -0.258
C 0.10309 -1.39992 4.21730 -0.739 0.165 0.638
C 0.22701 -1.39012 5.73506 -0.302 -0.509 -0.900
O 0.85995 -2.60781 6.10726 0.833 0.578 0.765
H -0.32322 -0.44695 3.90394 0.075 -0.023 -0.419
H -0.55360 -2.21499 3.91312 -0.052 0.026 -0.195
H 1.08782 -1.57497 3.78398 -0.054 0.186 -0.019
H -0.70680 -1.28002 6.28640 -0.371 -0.050 -0.286
H 0.77052 -0.47418 5.96693 0.811 -0.527 0.630
H 0.24456 -3.34110 6.03523 -0.189 0.153 -0.087
C 5.33902 -0.03153 3.85748 0.828 -0.058 -0.289
C 3.97741 -0.09207 3.17008 -0.239 -0.086 2.393
O 3.92284 0.69097 2.03065 1.568 0.250 -1.503
H 6.15546 -0.24528 3.16767 0.156 0.017 -0.486
H 5.56315 -0.75891 4.63774 -0.827 -0.190 0.077
H 5.61339 0.92999 4.29142 -0.467 0.204 -0.170
H 3.24544 0.37223 3.83094 -0.156 -0.549 0.558
H 3.65614 -1.10999 2.94933 0.105 -0.290 0.137
H 3.01827 0.62234 1.71659 -0.364 0.377 -0.674
C 1.11119 2.48053 4.33497 -1.053 -1.102 0.232
C 0.00708 3.53076 4.31060 1.154 -0.234 -0.325
O 0.56522 4.63836 3.64701 -0.249 1.171 -0.103
H 0.71677 1.63818 4.90329 0.313 -0.291 0.207
H 2.02372 2.83923 4.81113 -0.128 0.164 0.093
H 1.36117 2.08989 3.34856 -0.088 0.284 -0.157
H -0.26692 3.78630 5.33418 -0.291 0.005 0.070
H -0.88365 3.27267 3.73781 0.086 -0.411 0.165
H 1.19593 4.99013 4.27952 0.235 0.403 -0.271
C -3.49209 1.42320 2.94062 -0.880 -0.106 -0.405
C -3.95987 1.46677 1.50455 0.431 -0.589 -0.358
O -4.13861 2.84836 1.13919 0.268 -0.218 -0.771
H -4.24377 2.01507 3.46289 0.131 -0.044 0.578
H -2.51729 1.89927 3.04655 -0.040 -0.300 0.049
H -3.53594 0.40229 3.31997 0.330 0.099 0.125
H -4.84508 0.87940 1.26063 -0.458 0.267 0.559
H -3.24920 1.02393 0.80674 0.459 0.391 0.037
H -4.84946 3.23076 1.65886 -0.015 0.153 0.020
C 1.89639 3.33059 -3.83961 0.837 -0.722 -0.798
C 2.57484 3.29450 -2.48271 -0.518 -1.460 -0.210
C 3.14556 1.90335 -2.19068 -0.243 -0.043 0.263
O 3.63364 4.21008 -2.48363 -0.101 0.595 0.016
H 2.66053 3.03557 -4.55874 0.150 -0.101 -0.199
H 1.61459 4.32702 -4.17993 -0.492 0.069 0.343
H 1.11603 2.57883 -3.95791 -0.349 0.320 0.215
H 1.82422 3.58908 -1.74930 0.011 -0.203 0.529
H 3.51729 1.82943 -1.16870 0.021 0.194 0.104
H 3.97282 1.65758 -2.85652 0.006 0.262 -0.211
H 2.39586 1.12002 -2.30227 -0.150 0.102 -0.054
H 3.14737 4.95386 -2.84686 0.857 0.899 -0.005
C -0.58512 -3.06821 -3.22923 -0.491 -0.486 -0.540
C 0.38376 -2.18931 -4.01737 -0.965 0.373 -0.214
C 0.00462 -0.76096 -4.31642 -0.805 -0.015 -0.420
O 1.59537 -2.13403 -3.38279 2.504 -0.820 0.652
H -0.49742 -3.01872 -2.14389 0.147 0.285 -0.049
H -0.36176 -4.08173 -3.56236 0.109 -0.256 0.454
H -1.63528 -2.95431 -3.49810 -0.096 0.418 -0.061
H 0.51896 -2.70357 -4.96887 0.285 0.070 -0.135
H 0.79673 -0.27317 -4.88450 0.052 -0.148 -0.072
H -0.13431 -0.17952 -3.40498 -0.308 -0.024 0.090
H -0.88996 -0.80306 -4.93777 -0.280 0.531 0.067
H 1.47590 -1.76907 -2.50295 -0.156 0.032 -0.015
C -3.39756 1.01076 -2.76067 0.671 0.364 1.245
C -2.70547 2.23064 -3.40496 -1.666 -1.700 0.945
C -3.10508 2.26065 -4.83447 0.485 1.408 -0.690
O -3.05219 3.43821 -2.66475 0.924 0.182 0.313
H -4.48752 1.00375 -2.76713 -0.029 0.285 -0.573
H -3.14229 1.01115 -1.70099 0.130 -0.151 0.204
H -3.01301 0.06497 -3.14240 -0.061 0.089 -0.242
H -1.62886 2.07479 -3.33626 -0.018 0.424 0.294
H -2.48843 3.04775 -5.26842 0.128 -0.288 -0.757
H -4.12640 2.58641 -5.03166 -0.249 -0.332 0.327
H -2.92900 1.27220 -5.25881 0.068 0.275 -0.259
H -3.96685 3.69890 -2.79530 -0.187 -0.261 -0.342
C -5.29667 -1.75389 -1.41144 -1.216 0.216 -0.676
C -4.12504 -2.64664 -1.59122 0.774 -2.362 1.088
C -3.92909 -3.50183 -0.33880 1.061 0.535 0.781
O -4.35241 -3.61197 -2.62180 -1.098 0.890 -1.330
H -5.33352 -0.98201 -2.18017 -0.021 0.169 0.196
H -5.35756 -1.34288 -0.40373 0.375 0.270 -0.110
H -6.21835 -2.32500 -1.52290 -0.016 -0.207 -0.067
H -3.22209 -2.07601 -1.80840 0.165 0.090 0.070
H -4.76186 -4.15626 -0.08126 -0.124 0.092 -0.413
H -3.70859 -2.90759 0.54797 -0.156 0.324 0.108
H -3.01784 -4.09112 -0.44109 -0.080 -0.364 -0.199
H -3.76557 -4.37077 -2.65996 0.360 0.341 0.590
```
Positions in Å, forces in eV/Å.

highest occupied orbital energy (alpha / beta)	-11.5 / -11.5	eV
2S+1	2
net charge	+1

---

[3]
C4H6OS | wB97M-V/def2-TZVPD

```
12
Properties=species:S:1:pos:R:3:forces:R:3
C -0.77347 0.01458 -0.08779 0.477 -2.253 -0.758
C -1.65550 -0.97168 0.09595 -3.801 3.861 -0.379
C 0.64192 -0.47678 -0.13634 2.942 1.285 -1.853
C 1.55759 0.64678 0.54207 -1.475 -3.063 2.707
O 2.24384 1.48471 0.07515 0.282 0.454 -0.624
S -1.10391 1.65004 -0.56481 -1.621 0.565 0.509
H -2.80127 -0.82741 0.06632 2.009 -0.023 -0.086
H -1.36562 -1.90120 0.35962 1.111 -2.810 0.812
H 0.84157 -1.45190 0.36668 -0.447 0.883 -0.093
H 0.99557 -0.63183 -1.25095 -0.732 0.521 1.946
H 1.43347 0.45132 1.74021 0.444 0.900 -1.998
H -0.01420 2.01336 -1.20610 0.812 -0.321 -0.185
```
Positions in Å, forces in eV/Å.

highest occupied orbital energy	-8.9	eV
energy relative to the best compared isomer or geometry (same formula, charge and spin)	49.9	kcal/mol
structure (SMILES)	C=C(S)CC=O

---

[4]
C6H12N | wB97M-V/def2-TZVPD

```
19
Properties=species:S:1:pos:R:3:forces:R:3
C 0.90283 1.40146 0.94369 -2.180 -0.849 -0.323
C -0.45006 1.38139 0.32271 -1.606 0.015 -0.445
C -0.82493 1.39736 -1.14237 0.969 0.759 -2.176
C -1.72694 1.73007 1.04800 1.689 0.747 2.872
C 0.27501 -2.75788 -0.25786 -0.755 -0.999 1.072
C 1.16180 -2.09799 0.69150 -3.371 -0.029 -0.198
N 0.37593 0.26019 0.84411 1.209 -0.909 -0.160
H 1.67159 1.87570 1.49776 0.909 0.400 -0.007
H -1.39131 0.51739 -1.49094 0.583 -0.265 0.612
H 0.04338 1.55622 -1.84166 -0.764 -0.284 0.648
H -1.58549 2.16526 -1.41362 0.879 0.034 0.618
H -1.81423 2.79662 1.23902 0.402 0.326 -0.006
H -1.87819 1.26831 2.03422 0.365 -0.105 -0.254
H -2.55650 1.54631 0.48287 -2.098 -0.959 -1.638
H 0.56464 -3.84847 -0.47188 0.193 1.416 0.167
H -0.74180 -2.85718 0.13909 0.194 0.043 0.041
H 0.25213 -2.16772 -1.15418 0.236 -0.105 -0.790
H 1.98339 -1.67963 0.27674 2.953 1.188 -0.748
H 0.95875 -2.00267 1.73235 0.195 -0.425 0.714
```
Positions in Å, forces in eV/Å.

highest occupied orbital energy	-14.1	eV
energy relative to the best compared isomer or geometry (same formula, charge and spin)	115.8	kcal/mol
net charge	+1

---

[5]
C18H30CeNO2P2 | wB97M-V/def2-TZVPD

```
54
Properties=species:S:1:pos:R:3:forces:R:3
Ce -0.09379 -0.69108 0.47675 -0.109 -0.636 -1.085
P -2.67691 0.17796 -0.32555 -1.248 -0.448 -0.991
C -2.18109 0.33787 -2.07960 0.785 3.133 0.871
C -0.88132 0.93807 -2.39937 -1.048 -0.837 0.289
N 0.22625 0.67233 -1.61091 0.348 0.097 0.134
C 1.45428 1.06904 -2.04092 0.071 -0.249 0.324
C 1.62232 1.79969 -3.21621 0.183 -0.329 0.127
C 0.51121 2.07861 -4.01090 -0.183 0.189 -0.047
C -0.74205 1.66307 -3.59440 0.309 0.009 -0.489
C 2.71280 0.74014 -1.22904 -0.287 0.272 0.118
P 2.67460 -0.78978 -0.17204 1.403 0.162 -1.234
H -1.63239 1.83033 -4.19736 0.265 0.033 0.041
H 2.64370 2.09399 -3.48061 -0.544 0.002 -0.109
H 0.63978 2.60311 -4.95323 -0.086 0.008 0.142
H 3.57507 0.61966 -1.91112 -0.395 0.206 0.235
H 2.94986 1.59318 -0.56620 -0.069 -0.196 -0.240
H -2.09363 -1.07262 -2.88322 0.418 -2.317 -0.590
H -3.01422 0.75330 -2.68588 0.505 -0.566 -0.003
H -0.99274 -2.41765 -2.02578 0.496 -0.088 0.698
O -1.86839 -2.10926 -3.01189 -0.307 1.317 0.278
H -1.90483 -2.42467 -3.92875 -0.015 0.198 0.146
H -0.55682 -2.17013 1.29654 -0.436 -1.373 0.976
O -0.37300 -2.50842 -1.09264 -0.073 0.487 -0.650
H 0.10816 -3.35147 -1.16559 -0.276 0.203 0.207
C 3.21705 -2.03732 -1.39994 -0.380 -0.419 0.024
H 4.23806 -1.80697 -1.74258 -0.353 -0.027 0.158
H 3.21216 -3.02996 -0.92491 0.096 0.240 -0.222
H 2.53701 -2.06092 -2.26417 0.195 0.005 0.245
C 4.17524 -0.62018 0.83702 -0.119 0.127 0.560
H 4.26538 -1.51600 1.46761 0.085 0.230 -0.167
H 5.07142 -0.52604 0.20719 -0.321 -0.007 0.131
H 4.08843 0.25449 1.49617 0.141 -0.220 -0.133
C -3.72481 1.59988 0.18538 0.275 0.585 0.052
H -4.69610 1.59025 -0.33291 0.416 -0.074 0.054
H -3.91470 1.54141 1.27009 0.079 -0.135 -0.338
H -3.21370 2.55321 -0.00772 -0.174 -0.212 0.016
C -3.94085 -1.13475 -0.46930 0.132 -0.478 0.367
H -4.22985 -1.46368 0.53912 -0.087 0.046 -0.318
H -4.83033 -0.75744 -0.99639 0.325 -0.067 0.147
H -3.52470 -1.99437 -1.01436 -0.202 0.223 0.209
C 0.20251 1.49834 1.68406 0.054 1.182 2.369
C 0.10219 0.97729 3.04923 0.015 0.331 -1.960
C -1.04152 0.22601 3.44696 -0.262 -0.417 0.175
C -1.06154 -0.42166 4.67868 -1.124 -0.041 -1.175
C 0.00906 -0.30012 5.55365 0.292 -0.029 0.429
C 1.12010 0.46947 5.20602 0.532 0.695 -0.455
C 1.17944 1.10166 3.97175 0.554 -0.651 0.201
H -0.69162 1.98254 1.24569 0.292 -0.606 -0.114
H 1.16960 1.91399 1.36902 -0.388 0.071 0.148
H -1.88845 0.13127 2.74582 0.225 0.088 0.443
H -1.92844 -1.03629 4.93641 0.330 0.254 0.022
H -0.01907 -0.81513 6.51360 0.028 0.125 -0.204
H 1.95483 0.57568 5.89469 -0.197 -0.020 -0.066
H 2.05636 1.67006 3.66204 -0.167 -0.076 0.255
```
Positions in Å, forces in eV/Å.

highest occupied orbital energy (alpha / beta)	-16.3 / -16.3	eV
energy relative to the best compared isomer or geometry (same formula, charge and spin)	93.2	kcal/mol
net charge	+3

---

[6]
C15H17N2O10S2 | wB97M-V/def2-TZVPD

```
46
Properties=species:S:1:pos:R:3:forces:R:3
O 1.62288 -0.50007 2.44283 -1.721 4.380 -7.941
C 1.37732 0.12980 1.26614 3.182 -4.225 5.812
O 0.26064 1.10603 1.28931 -1.240 -3.932 -3.559
C -0.75283 0.51411 0.39133 -1.515 0.189 -1.692
C -1.37548 1.53070 -0.78305 -2.061 -5.084 -0.379
C -2.47634 0.77511 -1.79160 2.867 -1.763 4.130
C -2.76271 -0.84024 -1.46451 2.562 3.824 1.658
N -2.04032 -1.44504 -0.28367 -2.038 1.903 -3.449
N -1.13461 -0.91128 0.58233 0.044 4.603 -2.080
C 2.33731 -0.20098 -0.02124 2.213 -0.632 -2.692
C 2.03902 0.17740 -1.58920 2.850 -1.662 0.431
C 3.05481 -0.23931 -2.84384 1.065 -1.016 3.637
C 4.46584 -1.04032 -2.56062 -3.652 1.528 3.648
C 4.79669 -1.41141 -0.96787 -3.220 2.030 -1.068
C 3.77073 -1.00244 0.28230 -0.451 0.546 -3.839
H -1.04626 2.65003 -0.90381 -0.697 -2.292 0.357
H -2.98280 1.34877 -2.67858 1.038 -1.381 1.909
H -3.51077 -1.41314 -2.17268 1.798 0.770 2.009
H -2.29022 -2.46773 -0.10797 0.697 1.814 -0.072
H 1.07447 0.76960 -1.88873 2.064 -1.290 0.712
H 2.73904 0.05151 -3.95376 0.751 -0.668 2.798
H 5.16772 -1.31130 -3.46027 -1.471 0.526 2.140
H 5.81524 -1.95345 -0.76644 -2.322 1.167 -0.164
H 4.08749 -1.29988 1.37375 -0.850 0.760 -2.422
C 1.59761 -4.09319 1.69475 -0.077 0.694 -0.132
C 0.14880 -4.31494 1.26874 -0.030 -0.141 0.710
O 0.21594 -5.23678 0.18315 0.781 -0.123 -0.153
S 1.48437 -6.23586 0.41413 0.408 -0.982 -0.124
O 0.99326 -7.45802 1.01101 0.844 1.662 -0.974
O 2.30500 -6.21472 -0.77436 -1.268 -0.159 1.505
O 2.22933 -5.36668 1.57493 -0.826 -0.573 -0.532
H 2.10476 -3.39653 1.01946 -0.092 0.030 0.060
H 1.67429 -3.72458 2.72116 0.070 -0.255 -0.156
H -0.34052 -3.38866 0.95836 0.212 -0.177 -0.136
H -0.43126 -4.78111 2.07220 0.052 0.122 0.002
C -3.05363 4.88500 1.68711 0.381 0.356 0.767
C -3.39759 6.36288 1.52195 -0.669 -0.241 0.449
O -2.84309 6.73663 0.26273 0.510 -1.137 -0.796
S -2.89496 5.45220 -0.74125 -0.646 0.812 -0.230
O -4.06970 5.57839 -1.57504 1.872 -0.499 0.885
O -1.57036 5.23575 -1.27510 -1.491 0.013 0.371
O -3.19230 4.31378 0.38724 -0.053 0.523 -0.851
H -2.01466 4.75550 2.00698 -0.100 0.051 0.031
H -3.71714 4.38353 2.39673 0.028 -0.003 -0.332
H -2.98365 6.97900 2.32371 0.099 -0.035 -0.338
H -4.48134 6.51198 1.47130 0.104 -0.036 0.092
```
Positions in Å, forces in eV/Å.

highest occupied orbital energy	-11.7	eV
net charge	+1